{"formula": "C64H116O20", "method": "wB97M-V/def2-TZVPD", "e_homo_ev": -9.93, "charge": 0, "e_lumo_ev": 0.27, "species": ["C", "C", "C", "C", "C", "C", "H", "H", "H", "H", "H", "H", "H", "H", "H", "H", "H", "H", "H", "H", "C", "C", "C", "C", "C", "C", "H", "H", "H", "H", "H", "H", "H", "H", "H", "H", "H", "H", "H", "H", "C", "C", "C", "C", "C", "C", "H", "H", "H", "H", "H", "H", "H", "H", "H", "H", "H", "H", "H", "H", "C", "C", "C", "C", "C", "C", "H", "H", "H", "H", "H", "H", "H", "H", "H", "H", "H", "H", "H", "H", "O", "C", "O", "C", "C", "C", "H", "H", "H", "H", "H", "H", "O", "C", "O", "C", "C", "C", "H", "H", "H", "H", "H", "H", "O", "C", "O", "C", "C", "C", "H", "H", "H", "H", "H", "H", "O", "C", "O", "C", "C", "C", "H", "H", "H", "H", "H", "H", "O", "C", "O", "C", "C", "C", "H", "H", "H", "H", "H", "H", "O", "C", "O", "C", "C", "C", "H", "H", "H", "H", "H", "H", "O", "C", "O", "C", "C", "C", "H", "H", "H", "H", "H", "H", "O", "C", "O", "C", "C", "C", "H", "H", "H", "H", "H", "H", "O", "C", "O", "C", "C", "C", "H", "H", "H", "H", "H", "H", "O", "C", "O", "C", "C", "C", "H", "H", "H", "H", "H", "H"], "positions_angstrom": [[-29.23075, 12.03647, 7.20650], [-29.22378, 10.72386, 6.45416], [-27.85576, 10.43319, 5.86942], [-27.78708, 9.18287, 4.95250], [-26.49179, 9.35987, 4.16477], [-25.24664, 9.06902, 4.98190], [-30.08845, 12.06619, 7.79819], [-29.33460, 12.89996, 6.49112], [-28.42889, 12.15592, 7.99923], [-29.45790, 9.93050, 7.22644], [-29.96804, 10.77208, 5.67308], [-27.10412, 10.19537, 6.65669], [-27.42747, 11.31878, 5.38973], [-27.81668, 8.27243, 5.52134], [-28.62223, 9.26814, 4.23135], [-26.50371, 8.59460, 3.41346], [-26.48313, 10.33070, 3.64446], [-25.10418, 9.92429, 5.64998], [-25.30025, 8.22082, 5.65101], [-24.31606, 9.02223, 4.39566], [-19.65829, 16.81506, -1.76368], [-21.02471, 17.08649, -2.40272], [-21.96279, 15.97296, -2.05467], [-23.31656, 15.95819, -2.76044], [-23.24191, 15.35054, -4.17138], [-23.41909, 13.81002, -4.16827], [-18.88519, 17.53056, -2.18091], [-19.27003, 15.85230, -2.23718], [-19.65604, 16.73601, -0.70281], [-21.43320, 18.02338, -2.03418], [-20.93838, 17.22085, -3.51315], [-22.17046, 15.71203, -1.02857], [-21.50627, 15.01928, -2.33109], [-24.07221, 15.44470, -2.08418], [-23.63341, 17.02937, -2.77030], [-23.96839, 15.70144, -4.87167], [-22.24695, 15.63850, -4.62029], [-23.33397, 13.52004, -5.20660], [-22.66293, 13.33951, -3.55797], [-24.39056, 13.48298, -3.87892], [-23.75754, 15.93771, 2.16237], [-23.72923, 15.76469, 3.69410], [-23.85964, 14.28244, 3.99300], [-24.17965, 14.02664, 5.49582], [-24.48639, 12.56745, 5.78514], [-24.95511, 12.34882, 7.17450], [-22.94094, 15.31764, 1.77911], [-23.60196, 16.97554, 1.95953], [-24.73265, 15.62460, 1.78744], [-22.75842, 16.14204, 4.05028], [-24.51136, 16.36628, 4.17418], [-22.99024, 13.70377, 3.72561], [-24.64539, 13.84691, 3.32951], [-23.40194, 14.30920, 6.22873], [-25.06940, 14.60550, 5.77195], [-25.19498, 12.23333, 5.06518], [-23.60737, 11.91927, 5.68942], [-25.87400, 12.95407, 7.34300], [-25.17617, 11.31976, 7.46725], [-24.19416, 12.73771, 7.87161], [-19.86343, 19.10630, 1.68025], [-21.31016, 18.77380, 1.34218], [-22.05843, 19.61767, 0.28593], [-23.49706, 19.26184, -0.04629], [-24.13060, 20.01308, -1.21060], [-25.61646, 19.58195, -1.35742], [-19.73248, 20.15499, 1.85274], [-19.12861, 18.74908, 0.89927], [-19.62429, 18.66180, 2.65444], [-21.27985, 17.76177, 0.94222], [-21.94893, 18.71816, 2.28755], [-21.41225, 19.58090, -0.64064], [-22.03714, 20.64781, 0.70578], [-23.50794, 18.17277, -0.23908], [-24.15225, 19.45665, 0.84664], [-24.15111, 21.07143, -1.01677], [-23.51373, 19.81059, -2.10109], [-26.06514, 20.13689, -2.22297], [-25.65990, 18.48816, -1.58506], [-26.15116, 19.77381, -0.42029], [-23.01060, 20.65579, 4.41037], [-24.11429, 20.39612, 4.03652], [-24.47263, 19.18923, 3.69074], [-25.89722, 19.12596, 3.38513], [-26.30998, 20.59129, 3.09625], [-25.21077, 21.37949, 3.75632], [-26.35940, 18.69890, 4.30228], [-26.06043, 18.43959, 2.57797], [-27.25479, 20.77019, 3.58106], [-26.43279, 20.87539, 2.04013], [-25.51332, 21.87879, 4.66957], [-24.77480, 22.06609, 3.05882], [-26.16831, 20.08629, 6.48222], [-25.56997, 19.22174, 7.07815], [-26.06908, 17.98877, 7.28267], [-25.05958, 17.01834, 7.66700], [-23.74839, 17.71151, 7.34835], [-24.16547, 19.25501, 7.61032], [-25.18501, 16.09429, 7.13435], [-25.11852, 16.84850, 8.73566], [-23.38472, 17.50657, 6.30972], [-22.93676, 17.45850, 7.98753], [-23.63353, 19.88082, 6.94691], [-24.13863, 19.65537, 8.65690], [-19.48386, 12.79712, 8.06113], [-19.80015, 11.85073, 7.39435], [-19.05440, 10.73417, 7.22188], [-19.92460, 9.69367, 6.76250], [-20.89509, 10.43825, 5.82836], [-21.06532, 11.74596, 6.55195], [-20.47900, 9.17939, 7.51547], [-19.34269, 8.99417, 6.26971], [-21.80568, 9.88312, 5.68065], [-20.48449, 10.54161, 4.84014], [-21.95453, 11.79233, 7.17735], [-21.07409, 12.59430, 5.92497], [-22.38414, 10.37226, 9.05007], [-21.55313, 10.63487, 9.94557], [-20.36778, 9.94923, 9.99391], [-19.44478, 10.57460, 10.92449], [-20.30538, 11.42586, 11.84631], [-21.55578, 11.68891, 10.98989], [-18.71392, 11.21127, 10.42114], [-18.87808, 9.80905, 11.43290], [-19.82016, 12.36138, 12.03826], [-20.55542, 10.90931, 12.77339], [-21.40466, 12.66833, 10.49728], [-22.44710, 11.81994, 11.64848], [-23.88619, 10.13942, 12.31503], [-24.54561, 10.02445, 11.34243], [-24.54691, 8.90022, 10.54955], [-25.38972, 9.09385, 9.43133], [-26.41960, 10.23248, 9.82574], [-25.48349, 11.03289, 10.74148], [-25.91792, 8.19434, 9.13866], [-24.79653, 9.56100, 8.64384], [-27.24189, 9.81546, 10.39026], [-26.77393, 10.76642, 8.95964], [-25.91950, 11.65669, 11.51989], [-24.83832, 11.72147, 10.20147], [-19.38545, 17.54152, 5.71119], [-19.57462, 18.72815, 5.74432], [-18.86592, 19.55743, 5.01066], [-19.38018, 20.91761, 5.13914], [-20.17211, 20.89772, 6.43445], [-20.58772, 19.46900, 6.51907], [-19.94526, 21.25144, 4.26073], [-18.54023, 21.60442, 5.20596], [-20.97032, 21.63709, 6.42621], [-19.44145, 20.99000, 7.27533], [-21.50989, 19.33506, 5.97212], [-20.67682, 19.02667, 7.47454], [-19.34107, 13.26946, 0.47243], [-19.25006, 13.88302, 1.47392], [-20.14879, 14.85674, 1.78779], [-19.77918, 15.52361, 3.00306], [-18.93374, 14.55018, 3.77089], [-18.24125, 13.82880, 2.62769], [-20.72525, 15.83094, 3.48700], [-19.23196, 16.44420, 2.76681], [-19.50875, 13.88048, 4.40565], [-18.24950, 15.03714, 4.46069], [-17.95064, 12.83884, 2.89177], [-17.31302, 14.31861, 2.36828], [-23.99301, 9.46804, 1.06532], [-23.38428, 10.41432, 0.70944], [-22.26679, 10.32270, -0.06999], [-21.76756, 11.70183, -0.41190], [-22.65638, 12.65093, 0.47008], [-23.88623, 11.83915, 0.80283], [-22.00304, 11.85821, -1.48285], [-20.67812, 11.77225, -0.27919], [-22.94549, 13.59386, -0.04254], [-22.12242, 12.94817, 1.33010], [-24.72730, 11.99899, 0.08861], [-24.38667, 12.01467, 1.76881], [-26.91808, 15.59883, 4.79448], [-27.34700, 14.99009, 3.89210], [-27.71281, 13.69103, 4.05282], [-28.37089, 13.18956, 2.89175], [-27.83697, 14.04252, 1.72428], [-27.56648, 15.39745, 2.42785], [-29.42381, 13.31403, 2.99581], [-28.11340, 12.14604, 2.78706], [-28.67511, 14.05921, 1.04960], [-26.94103, 13.65676, 1.27245], [-28.56338, 15.92475, 2.48532], [-26.84131, 16.00230, 1.93678], [-26.35280, 14.35835, 9.85545], [-27.09656, 15.25594, 9.69378], [-27.05254, 16.42998, 10.35911], [-27.96792, 17.45765, 9.88956], [-28.60601, 16.91631, 8.61706], [-28.29879, 15.43543, 8.72137], [-27.50172, 18.43454, 9.74795], [-28.70974, 17.56155, 10.68901], [-28.08802, 17.23743, 7.75256], [-29.65114, 17.03426, 8.45433], [-28.10755, 14.96208, 7.77738], [-29.04997, 14.87190, 9.20233]], "forces_ev_per_angstrom": [[0.9378, 1.0514, -0.2204], [1.0699, -0.5490, 1.6085], [0.5174, -1.3036, 0.6553], [0.0046, 2.9332, -0.7294], [-0.0316, -1.7604, -0.3596], [0.7431, 1.7683, 0.4685], [-1.8274, 0.1847, 0.9499], [0.7044, -0.5935, 0.8267], [-0.3334, -0.0167, -1.4109], [-0.0998, 0.4761, -1.1374], [-0.3833, -0.3096, -0.1842], [-0.6574, 0.4538, 0.0387], [-0.2929, -0.0289, -0.3196], [-0.1282, -0.4962, 0.1344], [0.1410, -0.4938, 0.3490], [-0.0115, -0.2815, -0.9398], [0.1992, -0.2447, 0.3177], [0.2455, -0.0567, 0.1514], [-0.2886, -0.5236, -0.1775], [-0.4454, -0.1872, -0.0494], [1.5417, -0.3732, -3.4098], [0.3044, 0.3281, 0.2560], [-0.7835, -2.2174, -0.7703], [-0.9314, 1.0400, 0.4583], [0.7987, -0.5866, 0.5294], [0.9271, 1.2540, -0.7013], [-0.8464, -0.3163, 1.0159], [-0.5530, 0.7923, 1.0016], [-0.0126, 0.0507, 0.8112], [-0.0815, 0.2753, 0.0633], [-0.0073, -0.3342, 0.8684], [0.3795, 1.0564, 0.9628], [0.4806, -0.1173, -0.3443], [0.7108, 0.3299, -1.0117], [-0.1528, -0.6041, -0.3032], [-0.6967, 0.7268, -0.2073], [-0.8423, -0.4622, 0.4298], [0.3680, -0.5406, -0.2210], [0.2016, -0.3698, 0.0862], [-0.8339, 0.0197, 0.6083], [0.1173, -0.1949, 1.2997], [0.4531, -0.1577, -0.8490], [-0.8775, 0.0210, 1.4509], [-0.1676, -0.4466, -0.1792], [1.0055, -0.3837, -0.2099], [-0.9692, 0.9929, 1.3990], [-0.2307, 0.2149, -0.4445], [0.1664, 0.6334, -0.6305], [0.1393, -0.1269, -0.2706], [-0.2653, -0.0255, 0.1234], [0.0555, -0.2762, -0.0312], [0.7494, 0.0242, -0.2061], [0.0483, 0.2552, 0.6748], [0.1757, 0.3356, -0.6812], [0.1126, -0.0767, -0.1695], [-0.7994, -0.4805, -0.6511], [0.1415, 0.2570, -0.5645], [0.3843, -0.3927, 0.1527], [0.1396, 0.0549, -0.2994], [-0.2400, -0.1778, -0.0094], [0.2396, -0.4236, -0.2166], [-1.5188, -0.9633, 0.4292], [1.5808, 1.1902, 0.1455], [-0.2012, -0.4926, 0.9910], [-0.3706, -0.9635, 0.1759], [0.7691, -0.3084, -1.2680], [0.2009, 0.8550, -0.1799], [-0.8047, 0.4379, 0.8062], [0.1663, -0.1811, -0.3682], [-0.2518, -0.4574, 0.1161], [0.8238, 0.1773, -1.0247], [-0.7311, 0.3520, 0.7290], [0.0556, -0.1968, -0.6421], [-0.3444, 0.2570, -0.0222], [0.6019, -0.3794, -0.4544], [0.3891, 0.5956, 0.0429], [-0.4885, 0.2076, -0.0051], [0.0733, -0.5123, 0.9151], [-0.1385, 0.7734, 0.1966], [-0.0423, 0.0464, -0.2815], [1.1257, 0.1158, 0.6829], [-0.2434, 1.0860, -0.3069], [-0.6832, -1.7881, -0.4970], [0.0395, 0.3519, 0.9399], [-0.4825, -0.6268, 0.1508], [0.0705, 0.1126, 0.0546], [-0.0047, 0.4655, -0.6539], [0.2071, -0.3104, -0.5265], [-0.4309, 0.1161, 0.1004], [0.2166, -0.5392, 0.2401], [0.0789, 0.1067, 0.0709], [0.2075, 0.7792, -0.1395], [0.0091, -0.4779, 0.4956], [0.1795, -0.0572, -0.0333], [-0.6592, -0.4226, -0.4936], [0.7319, 0.9267, 0.3319], [-0.2014, 1.7518, -0.1124], [0.0699, -1.6203, -0.3816], [-0.4587, -0.1948, -0.3089], [-0.2653, -0.0907, 0.2090], [-0.5853, 0.5807, 0.6370], [0.5150, -0.5182, 0.6691], [0.8499, 0.9740, -0.3786], [0.1126, -0.7364, -0.8226], [0.3759, -0.3623, 0.0982], [-0.5459, 0.3688, -0.2366], [-0.0970, 0.1132, 1.0950], [-1.0470, 1.2975, -1.0536], [-0.0811, -0.7876, 0.2307], [0.2311, -0.4689, 0.6901], [-0.1333, 0.1000, 1.1162], [1.2873, -1.2950, -1.0478], [-0.5112, -0.1949, 0.1964], [0.4894, 0.2912, -0.4102], [0.1113, -0.1070, 0.1637], [-0.0999, 1.0683, -0.8231], [2.0724, 0.7948, 2.6306], [-1.1751, -1.4659, -2.4737], [-0.3761, 0.6330, -0.0048], [-0.0775, 0.2456, 0.1235], [-0.4802, -0.4397, -0.3534], [-0.0873, 1.5747, 1.2476], [-0.2855, -0.1550, -0.5715], [-0.1209, -0.4227, 0.0790], [0.3305, 0.3789, 0.4779], [0.0070, 0.0621, -0.0570], [-0.1977, -0.4666, -0.1851], [0.4371, -0.5665, -0.9932], [0.9411, -0.1994, 1.1165], [-1.1672, -0.5799, -1.6073], [0.0547, 0.0492, 0.9541], [-1.2621, 1.8924, -0.3590], [1.7140, -0.7786, 0.6591], [-0.3369, 0.4817, 0.1346], [0.4224, -0.3106, 0.0088], [0.1806, -0.6705, -0.3177], [-0.3187, -0.0522, 0.1117], [-0.1204, 0.1776, -0.2043], [-0.2526, -0.2307, 0.0270], [0.0539, 0.0768, -0.4826], [-0.0462, -0.2622, 0.0547], [0.0431, -1.2231, 0.0230], [0.5862, 1.7095, -1.1860], [0.5161, 0.3290, 0.0170], [1.1748, 0.1626, 0.8163], [-1.1744, -0.1253, -0.7463], [-0.1704, -0.7010, 0.0850], [0.2754, -0.2085, -0.0132], [0.0859, -0.0708, 0.3270], [-0.6407, 0.7967, -0.5132], [-0.5499, -0.2400, -0.1388], [-0.2161, -0.2482, 1.1188], [0.2382, -0.9222, -1.2287], [0.2054, 1.3713, 1.9500], [-0.0159, -0.1129, -0.3731], [-1.0635, 0.9976, 0.4291], [0.3811, -0.0040, 0.3558], [-0.1266, -0.1159, 0.0772], [0.5630, -0.2383, -0.1111], [0.0002, -0.2254, -0.0844], [-0.3317, -0.1996, -0.2280], [0.0859, 0.2209, -0.1446], [0.0082, -0.9609, -0.0874], [0.1470, 0.3824, -0.4227], [-0.3618, -1.5721, 0.8809], [-0.2420, 0.8337, -1.8000], [0.3976, 1.5620, 0.5246], [-1.4360, -0.4342, -0.1489], [-0.0910, 0.5749, -1.5461], [-0.3656, 0.1283, 0.1584], [0.1364, -0.1957, 0.4835], [-0.7327, -0.1887, 0.2640], [0.4785, -0.5899, 0.0504], [0.6372, 0.2221, 1.1414], [0.7602, -0.4087, 0.0313], [0.6530, -0.0266, -0.0875], [0.7138, 1.7254, 1.7220], [0.0010, -1.4815, -2.0739], [-0.2511, 0.0613, 0.3022], [1.6794, 0.2032, -0.5008], [-0.7417, 0.3816, 1.1690], [-2.5696, -1.0647, 0.3957], [-0.9114, 0.0388, 0.1717], [-0.0653, -0.3224, 0.0808], [0.1470, 0.3664, -0.8843], [0.2867, -0.3458, -0.2009], [1.0167, -0.0568, -0.2466], [0.6022, 0.5476, 0.1447], [0.8426, -1.0840, 0.4737], [-2.3381, 2.4550, -1.8361], [1.0725, 0.9914, 0.7131], [-1.0839, -0.4806, 0.4903], [0.8912, -1.4304, 0.3267], [1.3431, -0.7261, 0.2254], [0.5114, -0.4055, 0.0917], [0.0810, 0.0901, -0.0933], [0.3705, 0.7772, -0.7473], [-0.8204, 0.6018, 0.3418], [0.1916, -0.2752, -0.4779], [-1.2942, -0.6567, 0.4933]]}